Record 1
{
  "formula": "C16H36N4O20",
  "method": "the ωB97M-V functional and the def2-TZVPD basis",
  "homo_ev": -10.609,
  "lumo_energy_ev": -0.14,
  "multiplicity": 1,
  "smiles": "C[N+](=O)[O-].C[N+](=O)[O-].C[N+](=O)[O-].C[N+](=O)[O-].COC(=O)OC.COC(=O)OC.COC(=O)OC.COC(=O)OC",
  "de_lowest_kcal_mol": 58.7,
  "charge": 0,
  "species": ["C", "N", "O", "O", "H", "H", "H", "C", "N", "O", "O", "H", "H", "H", "C", "N", "O", "O", "H", "H", "H", "C", "N", "O", "O", "H", "H", "H", "C", "O", "C", "O", "O", "C", "H", "H", "H", "H", "H", "H", "C", "O", "C", "O", "O", "C", "H", "H", "H", "H", "H", "H", "C", "O", "C", "O", "O", "C", "H", "H", "H", "H", "H", "H", "C", "O", "C", "O", "O", "C", "H", "H", "H", "H", "H", "H"],
  "positions_angstrom": [[-13.1049, -16.4476, 3.2049], [-12.1576, -17.5369, 2.8710], [-10.9575, -17.2940, 2.8036], [-12.5396, -18.6713, 3.1491], [-14.0908, -16.9036, 3.1149], [-13.0112, -15.6733, 2.4435], [-12.9584, -16.1490, 4.2430], [-16.5131, -14.4105, -7.2309], [-15.0861, -14.1757, -7.5997], [-14.8046, -14.2641, -8.7482], [-14.2969, -13.9370, -6.6396], [-16.9798, -14.6191, -8.1936], [-16.9353, -13.5035, -6.7982], [-16.6886, -15.2125, -6.5140], [-18.4672, -9.8146, 1.3165], [-18.2062, -9.0895, 0.0948], [-18.6438, -9.5235, -0.9438], [-17.5975, -8.0106, 0.1244], [-19.5327, -9.9346, 1.5125], [-17.7864, -9.3641, 2.0387], [-17.9445, -10.7396, 1.0729], [-14.7653, -11.9055, -2.1331], [-14.0818, -11.9347, -0.7586], [-14.5207, -11.2100, 0.0956], [-13.1855, -12.7810, -0.5006], [-15.8357, -11.9322, -1.9291], [-14.5245, -12.8218, -2.6720], [-14.4550, -11.0051, -2.6632], [-20.3573, -13.5355, -3.2837], [-19.1879, -14.4311, -3.4235], [-18.4406, -14.7543, -2.3652], [-18.7231, -14.5295, -1.1747], [-17.4394, -15.5447, -2.8177], [-16.6881, -16.3111, -1.9250], [-20.7520, -13.3634, -4.2850], [-20.1460, -12.5586, -2.8490], [-21.1585, -13.9305, -2.6589], [-17.3820, -16.6294, -1.1470], [-15.8426, -15.7988, -1.4659], [-16.2341, -17.2155, -2.3301], [-17.5883, -7.0266, -5.6545], [-17.4983, -7.4074, -7.0237], [-17.1380, -8.5839, -7.3596], [-16.6218, -9.4448, -6.6371], [-17.4659, -8.7097, -8.6699], [-17.1043, -9.9278, -9.4259], [-16.7608, -6.3371, -5.4875], [-17.6624, -7.8646, -4.9614], [-18.5296, -6.4937, -5.5199], [-17.6311, -10.7174, -8.8901], [-16.0156, -9.9810, -9.4239], [-17.3619, -9.7464, -10.4693], [-12.8807, -5.8540, 0.4627], [-12.7157, -4.6083, 1.1462], [-12.6632, -3.4205, 0.4757], [-12.9383, -3.2786, -0.7014], [-12.4106, -2.4489, 1.2982], [-12.3686, -1.0974, 0.7848], [-11.8728, -6.2629, 0.3912], [-13.4958, -5.7533, -0.4315], [-13.4638, -6.5455, 1.0709], [-13.1084, -0.7395, 0.0687], [-11.3891, -0.9142, 0.3434], [-12.3870, -0.4307, 1.6470], [-12.3566, -19.0080, -7.5971], [-11.5863, -18.2826, -6.6519], [-12.0861, -18.0912, -5.4318], [-13.1377, -18.6265, -4.9994], [-11.2369, -17.3216, -4.6709], [-11.7258, -16.7710, -3.3853], [-12.3086, -18.3945, -8.4968], [-13.3980, -19.1902, -7.3316], [-11.9872, -19.9467, -8.0099], [-11.8029, -17.5178, -2.5951], [-12.6278, -16.1591, -3.3785], [-11.0491, -15.9681, -3.0928]],
  "forces_ev_per_a": [[-1.07, -0.08, -1.33], [1.89, -1.56, 3.47], [-0.87, 0.80, -1.19], [-0.65, 0.41, -1.17], [0.07, 0.13, 0.06], [0.22, 0.24, 0.49], [0.42, 0.09, -0.34], [-0.77, 0.29, -0.58], [0.83, 0.03, 4.08], [0.72, 0.12, -1.24], [-1.53, -0.41, -2.28], [-0.22, -0.07, 0.31], [0.30, 0.09, -0.08], [0.66, -0.03, -0.13], [1.90, -0.82, 0.35], [0.06, 3.21, -1.73], [-0.35, -0.90, -0.26], [-0.33, -1.32, 0.76], [0.37, 0.17, 0.04], [-0.92, 0.23, 0.48], [-0.68, -0.61, 0.32], [0.26, -0.58, 0.58], [1.18, -2.27, 0.65], [-0.33, 0.71, -0.20], [-1.68, 1.59, -1.43], [0.14, 0.40, 0.08], [0.40, 0.26, 0.11], [-0.07, -0.13, 0.18], [0.25, -0.07, 0.31], [-0.58, 1.09, -0.05], [-1.25, -0.81, 2.61], [1.07, -0.22, -2.98], [-0.40, 1.10, -1.29], [0.02, -0.70, 2.01], [0.35, -0.34, 0.01], [0.72, -0.15, -0.01], [0.33, -0.61, -0.02], [0.31, -0.07, 0.33], [-0.23, 0.58, -0.02], [-0.51, 0.23, -0.94], [-0.23, 0.35, 0.33], [-1.07, 2.04, 0.53], [1.13, -3.68, -0.31], [-0.93, 1.33, -1.46], [0.36, -0.30, -0.43], [0.35, 1.50, 1.42], [-0.03, -0.29, 0.48], [0.66, -0.12, -0.25], [0.08, 0.20, -0.35], [0.37, -0.42, -0.67], [-0.05, -0.58, 0.37], [-0.63, -0.08, 0.36], [-0.19, 0.14, 0.09], [0.10, 1.32, 0.52], [-1.62, -1.76, -2.08], [0.55, -0.30, 0.73], [0.09, 1.21, 1.05], [1.06, 0.60, 0.24], [-0.23, -0.17, -0.78], [0.74, 0.20, -0.39], [0.11, 0.37, 0.56], [-0.36, -0.95, 0.10], [0.02, -0.30, -0.23], [-0.27, -0.38, 0.18], [-0.88, 0.31, -1.70], [0.46, 0.04, 0.92], [-2.35, -1.55, 2.50], [2.94, 1.95, -1.26], [-1.46, 0.10, -0.33], [0.26, 0.31, -0.21], [-0.38, 0.32, 0.07], [0.21, 0.36, 0.44], [0.85, -0.26, 1.14], [0.14, -0.15, -0.37], [-0.64, -0.75, -0.99], [0.83, -0.63, -0.21]],
  "lowdin_charge": [0.037, -0.429, 0.052, 0.042, 0.093, 0.097, 0.108, 0.039, -0.434, 0.090, 0.019, 0.092, 0.096, 0.099, 0.038, -0.463, 0.052, 0.047, 0.114, 0.104, 0.104, 0.069, -0.415, 0.054, 0.017, 0.089, 0.088, 0.101, -0.004, -0.007, -0.553, 0.084, -0.014, -0.063, 0.089, 0.089, 0.092, 0.096, 0.091, 0.097, -0.013, 0.023, -0.625, 0.079, -0.033, 0.002, 0.103, 0.098, 0.093, 0.091, 0.093, 0.090, -0.038, -0.022, -0.603, 0.103, 0.024, -0.024, 0.097, 0.094, 0.087, 0.097, 0.094, 0.091, -0.051, 0.014, -0.521, 0.057, -0.014, -0.023, 0.092, 0.093, 0.092, 0.092, 0.082, 0.087]
}


Record 2
{
  "formula": "CH2N4",
  "method": "the ωB97M-V functional and the def2-TZVPD basis",
  "homo_ev": -10.648,
  "lumo_energy_ev": 0.74,
  "multiplicity": 1,
  "smiles": "c1nnn[nH]1",
  "de_lowest_kcal_mol": 45.6,
  "charge": 0,
  "species": ["C", "N", "N", "N", "N", "H", "H"],
  "positions_angstrom": [[-0.5111, 0.5889, 0.0471], [0.1954, 0.7330, 1.0662], [1.0764, -0.2370, 1.0676], [0.8847, -1.0673, 0.1082], [-0.0471, -0.4733, -0.6468], [-1.2693, 1.3174, -0.1221], [-0.3291, -0.8618, -1.5200]],
  "forces_ev_per_a": [[-1.42, 0.19, -2.77], [1.39, 1.44, 2.92], [1.39, -2.35, 1.47], [0.76, 1.27, -0.70], [-1.24, -0.11, 0.33], [-0.60, -0.15, -0.98], [-0.27, -0.28, -0.27]],
  "nbo_charge": [0.139, -0.291, -0.075, -0.051, -0.369, 0.224, 0.422]
}


Record 3
{
  "formula": "C3H7N2O",
  "method": "the ωB97M-V functional and the def2-TZVPD basis",
  "homo_ev": [-14.368, -14.369],
  "lumo_energy_ev": [-4.68, -4.68],
  "multiplicity": 1,
  "de_lowest_kcal_mol": 142.7,
  "charge": 1,
  "species": ["C", "C", "C", "N", "N", "O", "H", "H", "H", "H", "H", "H", "H"],
  "positions_angstrom": [[-0.7326, -1.0950, 0.2247], [-1.1893, 1.1658, -0.1871], [1.9907, -0.2603, 0.1172], [0.6812, 0.1302, -0.3440], [-1.6449, -0.2974, 0.1464], [0.0904, 1.1674, 0.2937], [-0.4478, -2.1252, 0.3341], [-1.1014, 0.9257, -1.2145], [-1.8687, 1.9063, 0.2902], [2.0690, -0.6217, 1.1517], [2.1994, -1.0614, -0.6326], [2.6327, 0.5959, -0.3535], [-2.6787, -0.4301, 0.1739]],
  "forces_ev_per_a": [[4.66, 1.00, -1.37], [0.62, -0.60, 0.92], [0.72, 0.70, -2.31], [-3.03, -2.98, 0.44], [-3.21, 0.63, 0.90], [-0.09, 1.38, 1.05], [-0.73, -0.35, 0.11], [-0.58, 1.39, -1.71], [0.73, -0.49, -0.71], [0.40, 0.75, -0.31], [0.10, 0.17, 0.96], [-0.59, -1.33, 1.81], [0.99, -0.28, 0.23]],
  "nbo_charge": [0.323, 0.071, -0.477, -0.086, -0.472, -0.308, 0.266, 0.221, 0.256, 0.232, 0.244, 0.270, 0.462]
}